81
Properties=species:S:1:pos:R:3:forces:R:3 method="wB97M-V/def2-TZVPD" e_lumo_ev=-4.99 total_charge=+2 homo_ev=-12.50
Y -0.497 -0.408 -0.690 0.613 -0.609 0.905
C 3.577 -3.858 -2.162 -0.019 -0.112 0.013
N 3.197 -2.499 -1.773 -0.078 0.026 -0.036
C 4.102 -1.412 -2.141 0.030 0.018 0.021
C 2.081 -2.251 -1.111 0.124 -0.007 0.004
O 1.754 -1.105 -0.725 0.096 -0.170 -0.024
C 1.135 -3.414 -0.830 -0.129 0.040 -0.037
O 0.061 -2.941 -0.039 -0.004 0.143 0.101
C 0.053 -3.328 1.315 -0.028 0.000 -0.077
C -0.465 -2.167 2.147 -0.090 -0.039 0.134
O -0.680 -1.060 1.620 0.181 -0.064 -0.074
N -0.674 -2.405 3.439 -0.002 0.074 -0.025
C -0.440 -3.714 4.046 0.008 -0.105 -0.025
C -1.231 -1.372 4.307 0.009 0.021 -0.025
H 4.436 -3.800 -2.824 -0.006 0.021 -0.012
H 3.860 -4.456 -1.294 0.010 0.021 -0.004
H 2.772 -4.358 -2.699 0.002 0.027 -0.011
H 4.365 -1.505 -3.193 -0.015 -0.020 -0.003
H 3.604 -0.462 -1.980 -0.010 0.005 0.003
H 5.012 -1.460 -1.542 -0.004 -0.005 -0.010
H 0.713 -3.763 -1.775 0.024 -0.036 0.010
H 1.651 -4.248 -0.352 0.014 0.003 0.014
H -0.603 -4.193 1.450 0.038 -0.028 0.003
H 1.055 -3.600 1.659 0.010 0.007 0.021
H 0.514 -4.135 3.733 0.002 0.018 0.019
H -0.409 -3.591 5.125 0.013 0.015 0.003
H -1.237 -4.419 3.805 -0.024 0.038 0.003
H -1.511 -0.512 3.708 -0.011 -0.005 0.001
H -2.115 -1.761 4.811 0.000 0.004 0.012
H -0.499 -1.076 5.060 -0.003 -0.034 0.010
C 1.092 2.582 -3.511 0.058 -0.003 0.027
N -0.352 2.574 -3.405 -0.062 0.011 0.085
C -1.233 2.671 -4.455 -0.066 -0.036 -0.069
C -2.475 2.607 -3.925 -0.022 0.005 0.007
N -2.360 2.483 -2.559 0.149 -0.061 0.014
B -3.659 2.689 -1.688 0.018 -0.002 0.043
N -3.563 2.174 -0.212 -0.121 -0.066 -0.033
C -3.956 2.953 0.852 0.023 0.024 0.055
C -4.143 2.152 1.925 0.007 0.071 0.014
N -3.849 0.868 1.511 0.089 0.028 -0.105
C -4.061 -0.344 2.277 -0.079 -0.069 0.020
C -3.499 0.907 0.205 0.024 0.012 0.127
S -3.076 -0.477 -0.734 -0.935 -0.131 -0.205
C -1.062 2.444 -2.263 -0.052 0.220 -0.049
S -0.334 2.235 -0.698 0.032 0.484 -0.042
H 1.361 2.490 -4.560 -0.010 0.006 -0.006
H 1.503 1.740 -2.961 -0.006 -0.015 -0.023
H 1.496 3.512 -3.113 -0.007 0.002 -0.016
H -0.905 2.762 -5.475 0.030 0.009 0.019
H -3.441 2.656 -4.395 0.014 0.000 -0.012
H -4.539 2.083 -2.234 -0.020 0.019 -0.069
H -3.848 3.874 -1.624 -0.056 0.034 0.031
H -4.092 4.014 0.744 -0.012 -0.012 -0.014
H -4.478 2.375 2.923 -0.002 -0.035 0.003
H -4.038 -0.102 3.337 0.007 0.021 -0.006
H -3.284 -1.064 2.032 0.016 0.021 0.013
H -5.027 -0.785 2.033 -0.002 0.017 0.003
F 0.136 -2.677 -4.959 0.016 -0.005 -0.004
C -0.678 -1.631 -4.722 0.046 0.025 -0.009
F -0.275 -0.612 -5.478 -0.013 -0.036 0.011
F -1.912 -1.967 -5.069 -0.026 -0.013 0.026
C -0.588 -1.287 -3.218 0.089 -0.034 -0.372
O -1.007 -2.116 -2.392 0.054 0.138 0.176
O -0.045 -0.199 -2.891 0.068 0.073 -0.482
N 2.668 3.318 2.693 0.011 0.040 0.006
C 1.592 2.580 3.439 -0.247 -0.173 0.000
C 0.718 1.850 2.422 0.122 0.003 -0.024
N 1.469 0.950 1.552 0.060 0.169 -0.054
C 2.573 1.642 0.894 0.014 0.037 0.163
C 3.496 2.376 1.865 0.009 -0.231 -0.258
H 3.259 3.844 3.338 -0.004 0.013 0.003
H 2.225 3.998 2.069 0.018 0.044 0.020
H 1.017 3.297 4.023 0.058 0.060 -0.022
H 2.091 1.885 4.114 0.064 0.049 0.012
H 0.213 2.586 1.788 -0.050 -0.006 0.047
H -0.058 1.292 2.943 0.006 0.006 0.017
H 1.811 0.150 2.073 -0.078 -0.068 -0.058
H 2.140 2.356 0.187 0.030 -0.018 -0.042
H 3.157 0.927 0.316 -0.001 -0.004 -0.002
H 4.255 2.952 1.337 -0.014 0.066 0.054
H 3.985 1.687 2.554 0.001 0.068 0.074

---

15
Properties=species:S:1:pos:R:3:forces:R:3 method="wB97M-V/def2-TZVPD" e_lumo_ev=0.72 homo_ev=-9.17
C -2.150 0.023 -0.479 -0.188 0.002 -0.207
C 1.789 -0.781 1.155 0.393 -0.334 1.806
C 1.541 -2.112 0.527 1.240 -0.979 1.334
C -1.717 2.346 -0.784 -2.389 -0.373 -3.841
N -2.456 1.172 -0.480 0.269 -0.389 0.698
N 1.516 0.390 0.758 1.158 0.498 0.697
F 1.244 0.480 -0.610 -0.653 -0.658 -0.297
S -1.838 -1.510 -0.550 -0.074 -0.470 0.115
H 2.493 -2.539 0.116 -0.736 0.276 0.413
H 2.228 -0.765 2.209 -0.966 0.175 -1.335
H 0.902 -1.883 -0.280 -1.000 -0.519 -0.942
H 1.121 -2.863 1.323 0.619 1.552 -1.683
H -2.167 2.749 -1.730 0.132 -0.042 0.761
H -0.743 2.201 -1.064 2.670 -0.969 -0.248
H -1.764 3.093 -0.112 -0.478 2.230 2.730

---

10
Properties=species:S:1:pos:R:3:forces:R:3 method="wB97M-V/def2-TZVPD" e_lumo_ev="-0.23 / -0.23" homo_ev="-8.63 / -8.63"
C 2.972 1.331 0.338 1.121 1.857 -2.473
C -1.056 -0.335 -0.229 -0.287 0.747 1.319
N 0.951 -0.233 0.940 -1.565 0.778 1.604
O 3.399 2.186 -0.346 -0.637 -1.944 1.371
O -0.050 0.532 0.277 1.765 -1.099 -0.592
Br 2.320 -0.721 -0.146 0.965 0.243 -1.150
H 2.312 1.278 1.208 -0.712 -0.330 0.998
H -0.783 -1.113 -0.900 1.181 -0.716 -0.539
H -1.611 0.352 -0.829 -1.296 0.219 0.030
H -1.516 -0.802 0.655 -0.535 0.245 -0.566

---

12
Properties=species:S:1:pos:R:3:forces:R:3 method="wB97M-V/def2-TZVPD" e_lumo_ev=-4.70 total_charge=+1 homo_ev=-15.03
C 0.751 0.898 -2.059 -2.849 -1.565 4.109
C 0.863 0.367 -0.737 -0.630 1.461 -3.719
C -0.213 -0.808 1.874 -3.240 3.520 -1.199
P -0.623 -0.171 0.225 2.410 -0.268 -0.414
Cl -1.646 -1.509 -0.747 -0.117 -0.687 -0.419
Cl -1.837 1.306 0.366 -0.774 1.308 0.336
H 1.567 1.107 -2.694 1.071 0.299 -0.225
H -0.274 1.129 -2.494 1.389 -0.553 0.530
H 1.878 0.331 -0.334 -0.475 -0.505 0.323
H -1.070 -0.563 2.516 0.269 -0.108 -0.103
H 0.623 -0.312 2.182 2.282 1.650 1.042
H -0.019 -1.776 1.902 0.666 -4.552 -0.261

---

no.,E (eV)
1,-77142.9606
2,-20791.1182
3,-77760.2657
4,-37534.8798